# 1
87
Properties=species:S:1:pos:R:3:lowdin_charge:R:1 method="wB97M-V/def2-TZVPD" total_charge=+1 homo_energy_ev="-9.15 / -9.15" de_lowest_kcal_mol=85.71
Tl 0.282 0.430 0.279 0.679
C 3.315 -3.541 -6.156 -0.012
C 2.253 -3.449 -5.076 -0.206
C 0.882 -3.676 -5.268 -0.008
C -0.063 -3.313 -4.317 0.050
C 0.349 -2.597 -3.149 -0.158
N -0.486 -2.016 -2.244 0.224
C -1.681 -1.535 -2.576 -0.226
C -1.746 -0.543 -3.636 -0.009
C -2.970 -0.052 -3.985 -0.008
C -4.178 -0.471 -3.278 -0.239
C -5.459 0.115 -3.736 -0.037
C -4.103 -1.363 -2.226 0.046
C -2.826 -1.749 -1.726 -0.077
N -2.687 -2.439 -0.479 -0.093
C -3.038 -2.076 0.833 -0.033
C -2.538 -3.093 1.714 -0.043
C -2.009 -4.085 0.817 -0.134
N -2.069 -3.678 -0.476 0.066
C 1.756 -2.708 -2.792 -0.054
C 2.682 -2.992 -3.831 0.039
N 2.259 -2.585 -1.514 -0.042
C 3.638 -2.523 -1.140 -0.024
C 3.760 -2.436 0.209 -0.034
C 2.429 -2.401 0.671 -0.129
N 1.481 -2.558 -0.313 0.099
H 3.370 -4.523 -6.609 0.092
H 4.245 -3.321 -5.713 0.059
H 3.187 -2.797 -6.971 0.113
H 0.648 -4.114 -6.214 0.118
H -1.139 -3.504 -4.379 0.138
H -0.836 -0.311 -4.177 0.107
H -3.078 0.539 -4.906 0.126
H -6.276 -0.524 -3.454 0.079
H -5.356 0.305 -4.835 0.107
H -5.664 1.001 -3.159 0.092
H -5.057 -1.752 -1.820 0.142
H -3.519 -1.154 0.987 0.098
H -2.611 -3.132 2.808 0.092
H -1.541 -5.067 0.975 0.108
H 3.739 -2.912 -3.561 0.103
H 4.382 -2.536 -1.967 0.122
H 4.674 -2.319 0.797 0.121
H 2.138 -2.476 1.696 0.091
N 0.205 -0.961 3.075 0.147
C 0.113 -0.617 4.168 -0.310
N -0.242 -0.093 5.338 -0.077
C -0.992 -1.080 6.154 -0.155
C -1.497 -0.396 7.445 -0.167
C -0.366 0.423 8.154 -0.202
C 0.415 1.417 7.268 -0.179
C 0.878 0.692 6.011 -0.139
H -0.364 -1.946 6.469 0.132
H -1.788 -1.450 5.478 0.124
H -1.978 -1.139 8.025 0.093
H -2.209 0.439 7.206 0.125
H 0.272 -0.293 8.687 0.106
H -0.893 0.961 8.997 0.122
H 1.291 1.832 7.815 0.123
H -0.200 2.301 7.025 0.117
H 1.796 0.090 6.233 0.135
H 1.226 1.382 5.239 0.108
C 1.733 5.537 -1.484 -0.045
N 1.756 4.082 -1.426 -0.195
C 3.038 3.405 -1.511 -0.084
C 0.636 3.398 -1.597 -0.773
S 0.591 1.901 -2.514 0.505
N -0.518 3.949 -1.114 -0.219
C -1.735 3.930 -1.933 -0.064
C -0.707 4.523 0.229 -0.028
H 1.983 6.102 -0.520 0.112
H 0.742 5.854 -1.894 0.109
H 2.484 5.811 -2.217 0.085
H 3.842 4.107 -1.215 0.102
H 3.189 3.026 -2.560 0.083
H 3.041 2.548 -0.864 0.052
H -1.456 4.268 -2.923 0.086
H -2.427 4.544 -1.413 0.066
H -2.120 2.917 -2.030 0.062
H -0.745 3.773 1.022 0.076
H -1.667 5.026 0.221 0.075
H 0.168 5.216 0.459 0.097
C 2.382 2.093 2.139 -0.277
O 1.642 2.065 0.913 -0.633
H 3.356 2.550 1.892 0.062
H 2.658 1.078 2.518 0.055
H 1.930 2.664 2.932 0.044

# 2
85
Properties=species:S:1:pos:R:3:lowdin_charge:R:1 method="wB97M-V/def2-TZVPD" homo_energy_ev=-6.89 de_lowest_kcal_mol=2.08
K 0.359 0.305 -0.287 0.714
C -1.296 -2.674 -1.522 -0.138
O -0.155 -1.928 -1.130 -0.455
Si 1.425 -2.578 -1.162 0.289
C 1.593 -3.610 0.416 -0.161
C 1.552 -3.877 -2.540 -0.157
C 2.394 -1.031 -1.306 -0.542
Si 4.052 -0.981 -0.502 0.350
C 3.951 -1.197 1.383 -0.186
C 5.247 -2.308 -1.146 -0.179
C 4.899 0.707 -0.701 -0.188
Si 2.297 -0.230 -2.963 0.355
C 3.646 -0.667 -4.224 -0.179
C 2.371 1.680 -2.844 -0.175
C 0.668 -0.597 -3.881 -0.174
H -1.087 -3.311 -2.385 0.077
H -2.098 -1.987 -1.805 0.080
H -1.653 -3.309 -0.704 0.087
H 0.917 -4.468 0.399 0.030
H 1.380 -3.036 1.321 0.026
H 2.611 -3.998 0.501 0.027
H 0.915 -4.746 -2.356 0.029
H 2.583 -4.230 -2.606 0.034
H 1.289 -3.463 -3.516 0.012
H 3.557 -2.175 1.665 0.003
H 3.310 -0.431 1.830 0.020
H 4.943 -1.099 1.832 0.027
H 4.844 -3.304 -0.940 0.018
H 6.237 -2.245 -0.686 0.024
H 5.369 -2.216 -2.227 0.016
H 4.244 1.515 -0.365 0.021
H 5.179 0.909 -1.739 0.015
H 5.811 0.750 -0.101 0.028
H 4.628 -0.367 -3.849 0.017
H 3.479 -0.157 -5.176 0.027
H 3.672 -1.743 -4.414 0.027
H 3.407 2.007 -2.730 0.023
H 1.812 2.080 -1.992 -0.008
H 1.985 2.153 -3.752 0.030
H 0.618 -1.653 -4.157 0.018
H 0.604 -0.022 -4.809 0.031
H -0.216 -0.372 -3.281 0.010
F -6.040 7.387 1.245 0.138
C -5.553 7.381 -0.006 -0.579
F -4.943 8.567 -0.207 0.143
F -6.605 7.338 -0.849 0.141
C -4.613 6.237 -0.249 -0.117
C -4.074 6.082 -1.523 0.005
C -3.207 5.039 -1.777 -0.060
C -2.866 4.143 -0.761 -0.360
C -3.416 4.306 0.504 -0.075
C -4.290 5.352 0.764 -0.002
P -1.665 2.774 -1.068 1.075
C -2.340 2.162 -2.654 -0.371
C -3.686 1.778 -2.610 -0.081
C -4.288 1.188 -3.703 0.002
C -3.545 0.966 -4.859 -0.113
C -2.213 1.335 -4.916 0.004
C -1.612 1.925 -3.812 -0.085
C -4.211 0.319 -6.038 -0.579
F -4.965 1.200 -6.728 0.142
F -5.033 -0.676 -5.650 0.138
F -3.322 -0.201 -6.899 0.142
C -0.204 3.820 -1.427 -0.379
C 0.097 4.452 -2.630 -0.076
C 1.246 5.214 -2.748 0.007
C 2.096 5.365 -1.661 -0.110
C 1.792 4.774 -0.445 0.006
C 0.649 4.000 -0.338 -0.107
C 3.362 6.152 -1.832 -0.579
F 3.131 7.327 -2.452 0.141
F 4.256 5.482 -2.585 0.149
F 3.953 6.424 -0.657 0.140
H -4.341 6.777 -2.309 0.130
H -2.803 4.908 -2.772 0.109
H -3.160 3.605 1.289 0.103
H -4.723 5.473 1.748 0.122
H -4.263 1.947 -1.708 0.111
H -5.328 0.894 -3.665 0.128
H -1.633 1.145 -5.808 0.126
H -0.558 2.167 -3.861 0.091
H -0.553 4.354 -3.488 0.102
H 1.488 5.688 -3.691 0.133
H 2.444 4.916 0.405 0.126
H 0.411 3.528 0.610 0.100

# 3
43
Properties=species:S:1:pos:R:3:lowdin_charge:R:1 method="wB97M-V/def2-TZVPD" total_charge=-1 smiles="Cc1cc2c(cc1CC(=O)c1sccc1[S@@](=O)([O-])=Nc1onc(C)c1Cl)OCO2" homo_energy_ev=-4.67
C -0.004 0.564 1.840 -0.026
C 1.472 0.710 1.635 -0.206
C 2.264 1.174 2.688 0.045
C 3.615 1.297 2.477 -0.200
C 4.188 0.974 1.253 -0.196
C 3.426 0.520 0.206 0.066
C 2.050 0.390 0.404 -0.163
C 1.202 -0.127 -0.718 -0.081
C 0.832 -1.575 -0.531 -0.413
O 1.265 -2.276 0.366 0.053
C -0.089 -2.136 -1.514 -0.402
S -0.382 -3.854 -1.354 1.079
C -1.465 -3.826 -2.681 -0.390
C -1.602 -2.581 -3.210 -0.166
C -0.818 -1.618 -2.551 -0.285
S -0.962 0.108 -3.078 0.607
O 0.362 0.541 -3.456 -0.322
O -1.946 0.117 -4.133 -0.309
N -1.417 0.935 -1.775 -0.082
C -2.546 0.571 -1.205 -0.455
O -3.188 -0.583 -1.504 -0.027
N -4.312 -0.714 -0.700 0.088
C -4.354 0.340 0.077 -0.400
C -5.430 0.547 1.082 -0.043
C -3.268 1.186 -0.188 -0.615
Cl -2.899 2.683 0.557 0.665
O 5.551 1.192 1.315 0.020
C 5.802 1.650 2.621 -0.187
O 4.598 1.727 3.347 0.018
H -0.552 1.155 1.108 0.050
H -0.303 -0.475 1.717 0.088
H -0.291 0.892 2.836 0.078
H 1.831 1.427 3.642 0.119
H 3.875 0.272 -0.741 0.128
H 1.713 -0.032 -1.679 0.123
H 0.280 0.457 -0.833 0.085
H -1.946 -4.734 -2.990 0.058
H -2.241 -2.315 -4.031 0.109
H -4.995 0.624 2.077 0.076
H -6.124 -0.287 1.047 0.073
H -5.959 1.475 0.871 0.076
H 6.270 2.649 2.578 0.133
H 6.494 0.955 3.129 0.133